Density functional theory data (ωB97M-V/def2-TZVPD) for 7 unconnected molecules or ions with the total composition H14O7.

Last column: Löwdin charge in e.
Cartesian coordinates (Å):
1 O -0.392 0.170 -0.523  -0.0767
2 H 0.394 0.713 -0.388  0.0618
3 H -0.194 -0.335 -1.320  0.0310
4 O -2.911 -2.015 0.598  -0.0670
5 H -2.122 -1.784 0.095  -0.0296
6 H -2.672 -1.823 1.511  0.0249
7 O -3.502 3.781 -0.316  -0.0629
8 H -4.108 3.039 -0.423  0.0316
9 H -2.889 3.486 0.367  0.0309
10 O 3.585 -1.218 0.238  -0.0420
11 H 3.415 -0.884 -0.650  0.0402
12 H 3.894 -0.445 0.724  0.0092
13 O -1.231 -1.936 -1.459  -0.0512
14 H -1.063 -2.866 -1.650  0.0854
15 H -2.101 -1.772 -1.840  0.0807
16 O -0.726 -0.165 1.963  -0.0751
17 H -1.687 -0.093 1.935  0.0211
18 H -0.501 -0.614 1.141  -0.0066
19 O 4.704 1.866 -0.156  -0.0446
20 H 4.440 1.069 0.317  -0.0082
21 H 5.667 1.827 -0.163  0.0470

Results
LUMO level: 0.10 eV
energy relative to the best compared isomer or geometry (same formula, charge and spin): 55.7 kcal per mole
E_HOMO: -10.87 eV
orbital gap: 11.0 eV
SMILES string: O.O.O.O.O.O.O
max |F|: 0.021 Eh/bohr
total charge: 0

Density functional theory data (ωB97M-V/def2-TZVPD) for a molecular structure, C17H26BO10P2RbSi.

Last column: Löwdin charge in e.
Cartesian coordinates (Å):
1 Rb 1.343 -0.275 -0.004  0.8500
2 C 1.423 -4.174 -1.739  -0.1062
3 C 2.066 -3.204 -2.492  -0.1001
4 C 1.333 -2.176 -3.075  -0.1203
5 C -0.041 -2.115 -2.898  -0.1065
6 C -0.689 -3.098 -2.157  -0.1009
7 C 0.044 -4.124 -1.580  -0.0967
8 H 1.996 -4.925 -1.212  0.0981
9 H 3.146 -3.211 -2.577  0.0985
10 H 1.837 -1.365 -3.587  0.0897
11 H -0.595 -1.271 -3.288  0.1055
12 H -1.749 -3.012 -1.964  0.0899
13 H -0.446 -4.849 -0.942  0.1038
14 C 1.982 -0.738 4.132  -0.0940
15 C 1.271 -1.893 3.425  -0.5802
16 O 0.983 -2.925 4.394  -0.1016
17 P 2.347 -2.639 2.115  0.2796
18 O 3.437 -3.509 2.946  -0.1511
19 O 1.478 -3.584 1.332  -0.3239
20 O 3.084 -1.539 1.411  -0.5052
21 P -0.387 -1.294 2.823  0.2719
22 O -0.853 -2.443 1.785  -0.2048
23 O -1.263 -1.344 4.036  -0.3343
24 O -0.206 -0.038 2.019  -0.5043
25 H 2.870 -1.128 4.638  0.0729
26 H 1.323 -0.303 4.886  0.0759
27 H 2.281 0.042 3.433  0.0672
28 H 0.096 -2.684 4.722  0.0570
29 H 4.258 -3.001 2.960  0.0575
30 H -0.084 -3.019 1.505  0.0265
31 H -1.764 -1.593 0.406  0.0102
32 C -4.533 0.257 -1.190  -0.1749
33 Si -3.185 0.160 0.096  0.3345
34 C -2.163 1.704 0.006  -0.1557
35 C -3.931 -0.022 1.787  -0.1514
36 O -2.279 -1.175 -0.310  -0.1750
37 H -5.169 1.130 -1.031  0.0207
38 H -5.156 -0.640 -1.160  0.0217
39 H -4.098 0.334 -2.189  0.0257
40 H -2.789 2.593 0.132  0.0280
41 H -1.650 1.778 -0.957  0.0340
42 H -1.406 1.673 0.791  0.0160
43 H -4.430 0.910 2.069  0.0264
44 H -3.175 -0.242 2.543  0.0150
45 H -4.670 -0.829 1.803  0.0285
46 O 1.126 2.740 -3.214  0.0146
47 B 1.761 1.872 -2.229  -0.3711
48 O 2.206 2.822 -1.191  -0.0068
49 C 1.835 4.074 -1.558  -0.2665
50 C 2.023 5.260 -0.884  -0.0121
51 C 1.532 6.426 -1.485  -0.1293
52 C 0.881 6.376 -2.713  -0.1336
53 C 0.697 5.162 -3.385  -0.0194
54 C 1.186 4.023 -2.783  -0.2681
55 H 2.524 5.276 0.075  0.1086
56 H 1.656 7.376 -0.981  0.0812
57 H 0.502 7.288 -3.158  0.0805
58 H 0.187 5.106 -4.338  0.1048

Results
LUMO level: 4.16 eV
E_HOMO: -1.23 eV
orbital gap: 5.4 eV
max |F|: 0.023 Eh/bohr
total charge: -2

Density functional theory data (ωB97M-V/def2-TZVPD) for 2 unconnected molecules or ions with the total composition C6H8S2.

Last column: Löwdin charge in e.
Cartesian coordinates (Å):
1 C 1.139 1.148 -0.646  -0.1042
2 C 0.097 2.075 -0.661  -0.1037
3 C 0.378 3.442 -0.626  -0.1035
4 C 1.702 3.880 -0.576  -0.1035
5 C 2.744 2.952 -0.561  -0.1034
6 C 2.463 1.586 -0.596  -0.1040
7 H 0.917 0.073 -0.674  0.1052
8 H -0.945 1.730 -0.701  0.1051
9 H -0.442 4.172 -0.638  0.1046
10 H 1.924 4.955 -0.548  0.1044
11 H 3.786 3.297 -0.521  0.1044
12 H 3.283 0.856 -0.584  0.1045
13 S 0.807 -0.291 4.224  0.2047
14 S 1.148 1.739 4.263  0.2189
15 H 2.093 -0.699 4.172  -0.2060
16 H 1.116 1.962 2.932  -0.2235

Results
LUMO level: 0.44 eV
energy relative to the best compared isomer or geometry (same formula, charge and spin): 0.0 kcal per mole
E_HOMO: -9.53 eV
orbital gap: 10.0 eV
SMILES string: c1ccccc1.SS
max |F|: 0.010 Eh/bohr
total charge: 0